10
Properties=species:S:1:pos:R:3:forces:R:3 method="wB97M-V/def2-TZVPD" max_force_ev_per_a=3.08 total_charge=+1 relative_energy_kcal_mol=13.77 homo_lumo_gap_ev=13.5902
O 0.780 -0.953 1.677 1.926 1.515 1.871
H 0.936 -1.435 2.532 -1.048 -0.248 -1.161
H 1.398 -0.200 1.923 -0.819 -0.779 -0.945
H -0.162 -0.339 0.646 -0.349 -0.308 -0.557
C -0.179 0.592 -1.391 -2.697 0.133 -0.563
O -0.744 -0.170 -0.216 -1.150 1.122 -0.187
H -0.016 1.606 -1.154 0.889 0.914 0.863
H 0.582 0.030 -1.804 1.902 -0.970 -0.241
H -0.938 0.673 -2.201 -0.027 -0.664 0.912
H -1.657 0.195 -0.012 1.374 -0.716 0.007